Molecular formula: C5H8O3
Method: DFT, ωB97M-V with the def2-TZVPD basis set

The geometry in XYZ format:
```
16
C5H8O3, DFT ωB97M-V with the def2-TZVPD basis set
O -1.2352 1.3661 0.3258
O 0.5712 -1.3413 -0.6854
O 0.5166 0.9074 -1.5506
C -0.0229 0.7464 -0.3125
C 1.1539 -0.3455 -1.6944
C -1.1533 0.6971 1.5343
C -0.2505 -0.6446 1.7044
C 0.3755 -1.4141 0.7973
H -1.4112 1.6590 2.3069
H 1.0159 0.9423 0.2766
H -0.5275 -0.0970 -0.6863
H 1.0566 -0.8041 -2.6089
H -2.1427 0.1130 1.5225
H 2.3312 -0.0957 -1.5920
H 0.7418 -2.3158 1.1330
H -0.5012 -1.0951 2.7552
```

## Properties
**HOMO**: -0.3258 Eh
**Total charge**: 0
**SMILES**: C1=C\OCOCOC/1
**ΔE to the lowest compared entry with this formula, charge and spin**: 218.3 kcal/mol



Molecular formula: C20H60B3NO13S8
Method: DFT, ωB97M-V with the def2-TZVPD basis set

The geometry in XYZ format:
```
105
C20H60B3NO13S8, DFT ωB97M-V with the def2-TZVPD basis set
S 0.8734 -7.6435 8.1084
S 4.5607 2.5106 -2.7372
S -5.8389 5.5602 -7.1722
S 3.3128 6.0272 -3.9341
S -3.4430 -0.6717 2.6728
S -1.9461 5.4978 -3.4671
S -0.4009 -4.3617 3.9603
S 3.9392 -5.2210 2.1616
O -1.8889 1.0282 -2.1965
O -0.8115 -1.0653 -2.1344
O -1.7554 -4.0414 4.4945
O 4.7170 5.5471 -4.0564
O -2.6703 6.7070 -2.9958
O 4.4934 1.0309 -2.8927
O -6.4188 4.9882 -8.4101
O 1.9750 -7.9631 7.1640
O 0.4024 0.9047 -1.5434
O 3.3292 -4.1036 2.9371
O -4.4337 -0.5666 -1.8496
O -2.2475 -1.2043 1.9562
O -1.0349 2.5969 -0.6158
N 1.3862 -1.3101 -1.0955
C -2.8112 0.4728 3.9006
C -6.2127 7.3156 -7.1825
C 6.2220 2.9961 -3.1905
C 0.3925 -5.4289 5.1588
C 0.6415 -2.9491 4.2605
C -6.9498 5.1346 -5.8280
C -3.9713 -1.9289 3.8294
C -2.1551 5.4517 -5.2489
C 1.4928 -6.3598 9.1994
C 2.5650 -0.7201 -0.4657
C 3.7671 -1.6687 -0.4496
C 2.3004 4.9541 -4.9478
C 3.1688 -6.7302 2.7493
C 3.1894 7.4768 -4.9809
C -2.9888 4.0897 -3.1215
C 5.5461 -5.5175 2.8987
C -5.5664 -1.0604 -1.1882
C 4.7395 2.8284 -0.9788
C -3.2168 -0.9855 -1.2686
C 0.8563 -8.9520 9.3359
B -1.9704 -0.3386 -1.9548
B -0.8304 1.5440 -1.4632
B 0.3570 -0.4975 -1.6057
H -0.1208 -6.3881 5.1592
H 2.1517 7.8080 -5.0168
H 1.2865 5.3533 -4.9864
H 2.2949 3.9735 -4.4760
H -7.2800 7.4499 -7.3559
H 3.4546 -2.6821 -0.7176
H -4.7581 -1.5189 4.4630
H -3.1361 -2.0800 -1.2398
H -4.3521 -2.7697 3.2541
H -7.9638 5.4270 -6.0994
H -3.0272 3.9746 -2.0403
H 4.2341 -1.7125 0.5346
H 2.7334 4.8860 -5.9459
H -6.6268 5.6395 -4.9173
H 1.0005 -2.0727 -0.5568
H -1.6116 6.2947 -5.6717
H -5.6429 7.7598 -7.9956
H 3.2359 -6.7757 3.8365
H 0.5405 -9.8613 8.8295
H 1.6335 -5.4654 8.5962
H 6.3208 2.8294 -4.2605
H 2.1272 -6.7037 2.4340
H 6.1632 -4.6484 2.6817
H 0.3290 -4.9713 6.1469
H 2.8314 0.1543 -1.0605
H 5.9886 -6.4066 2.4503
H 1.4326 -5.5632 4.8643
H 3.8088 8.2498 -4.5319
H -5.7534 -2.1093 -1.4542
H 6.9222 2.3686 -2.6394
H 5.4285 -5.6377 3.9752
H -6.4179 -0.4563 -1.5014
H 6.3549 4.0540 -2.9748
H -2.5591 3.1889 -3.5586
H -5.4517 -0.9843 -0.0979
H 0.7606 -6.1655 9.9828
H -3.1090 -2.2577 4.4072
H 1.6629 -3.2372 4.0131
H 4.9120 3.8938 -0.8259
H -0.2570 2.8049 -0.1255
H 2.4449 -6.6797 9.6219
H 0.5504 -2.6513 5.3062
H -6.8944 4.0563 -5.6948
H 0.3000 -2.1472 3.6072
H 1.8613 -9.0764 9.7376
H -1.7558 4.5176 -5.6449
H 3.5584 7.2298 -5.9759
H 4.5195 -1.3624 -1.1829
H -3.1463 -0.6445 -0.2201
H -2.0449 -0.0325 4.4880
H 3.6678 -7.5864 2.2960
H -3.2161 5.5415 -5.4791
H -3.6306 0.8096 4.5352
H -5.9096 7.7561 -6.2326
H -2.3854 1.3196 3.3665
H 0.1457 -8.7009 10.1230
H 2.3411 -0.4072 0.5621
H -3.9891 4.2781 -3.5120
H 3.8091 2.5281 -0.5003
H 5.5684 2.2360 -0.5917
```

## Properties
**HOMO**: -0.3165 Eh
**Total charge**: 0



Molecular formula: C6H12O2
Method: DFT, ωB97M-V with the def2-TZVPD basis set

The geometry in XYZ format:
```
20
C6H12O2, DFT ωB97M-V with the def2-TZVPD basis set
O 0.0469 2.6557 0.3839
O 3.7983 -0.4265 -0.2169
C -2.2726 -0.5997 0.6926
C 1.4406 -0.5085 -0.2961
C -1.0336 -0.4119 -0.1529
C 0.1608 -0.6542 0.3965
C -1.2986 0.0306 -1.5566
C 2.5820 -0.5444 0.3762
H 4.4809 -0.5400 0.4484
H -3.0137 0.1843 0.5313
H -1.7960 -0.7155 -2.1903
H 0.2205 -0.7810 1.4711
H -0.3803 0.2997 -2.0927
H -2.0216 -0.6747 1.7511
H -2.7741 -1.5453 0.4618
H -0.0346 1.6973 0.2307
H 1.4538 -0.3283 -1.3593
H 2.5867 -0.8876 1.4089
H -1.8677 0.9601 -1.5651
H -0.2778 2.7901 1.2775
```

## Properties
**HOMO**: -0.2947 Eh
**Total charge**: 0
**SMILES**: CC(C)=C/C=C/O.O
**ΔE to the lowest compared entry with this formula, charge and spin**: 41.7 kcal/mol



Molecular formula: C9H16S
Method: DFT, ωB97M-V with the def2-TZVPD basis set

The geometry in XYZ format:
```
26
C9H16S, DFT ωB97M-V with the def2-TZVPD basis set
S 2.8788 -1.0484 0.5173
C 3.0868 0.6411 -0.0706
C -0.1661 1.0825 -1.4134
C 0.3688 1.0774 0.9958
C -0.2228 -1.1354 -0.1594
C 0.4257 0.2626 -0.2888
C -1.6511 -0.9230 0.2144
C 1.8911 -0.0289 -0.5068
C -1.9507 -0.9729 1.7165
C -2.4630 -0.9116 -0.8531
H -1.2901 1.2946 -1.2835
H 1.9708 -0.2937 -1.5494
H 3.0745 1.4730 0.6595
H -0.2062 -1.5996 -1.1343
H 0.6697 2.0775 0.7165
H 0.4033 -1.6605 0.5479
H -2.6029 -0.2475 1.9787
H -2.4943 -1.9966 1.9639
H 4.0585 0.8153 -0.7425
H -1.9839 -0.8008 -1.8815
H 1.0031 0.5693 1.8109
H 0.0055 0.4850 -2.3533
H -3.4942 -0.6051 -0.7899
H -0.9661 -0.9202 2.2594
H 0.4017 2.0619 -1.5177
H -0.7470 1.3040 1.1635
```

## Properties
**HOMO**: -0.3213 Eh
**Total charge**: 0
**SMILES**: C=C(C)CC(C)(C)[C@H]1CS1
**ΔE to the lowest compared entry with this formula, charge and spin**: 17.6 kcal/mol



Molecular formula: C4H13NO3
Method: DFT, ωB97M-V with the def2-TZVPD basis set

The geometry in XYZ format:
```
21
C4H13NO3, DFT ωB97M-V with the def2-TZVPD basis set
O -2.0371 -0.8430 -1.6514
O -2.3115 1.9373 -5.4840
O 0.4260 1.0464 2.4828
N -1.3403 0.1387 1.4311
C -0.0272 0.1219 1.8378
C 3.2967 -0.7737 1.5125
C 0.7323 -1.1131 1.4424
C 2.0332 -0.7947 0.6414
H -2.0233 1.1871 -6.0096
H 4.0278 -1.4543 1.0942
H -1.7166 2.6661 -5.6860
H -1.6973 -0.4774 0.7178
H 1.8541 0.2300 0.2945
H 3.1750 -1.1746 2.5136
H 3.7753 0.1833 1.5867
H -1.7245 0.0673 -1.7082
H -2.0944 -1.1177 -2.5765
H -1.8020 1.0187 1.6010
H 0.1084 -1.7567 0.8176
H 0.9413 -1.7357 2.3092
H 2.1507 -1.4275 -0.2306
```

## Properties
**HOMO**: -0.3528 Eh
**Total charge**: 0
**SMILES**: CCCC(N)=O.O.O
**ΔE to the lowest compared entry with this formula, charge and spin**: 15.9 kcal/mol